*P*
This record from the Open Molecules 2025 dataset describes a 2-piece molecular cluster, C2H6N2O2S overall. The level of theory is ωB97M-V/def2-TZVPD.

Cartesian coordinates (Å):
N (-0.319, -1.927, -0.184)
C (0.616, -1.365, 0.165)
C (1.737, -0.515, 0.504)
N (1.591, 0.820, -0.058)
H (2.662, -0.967, 0.131)
H (1.802, -0.433, 1.595)
H (1.610, 0.782, -1.073)
H (0.701, 1.225, 0.217)
O (-2.697, -0.619, -0.584)
S (-2.449, 0.484, 0.574)
O (-1.389, 1.570, -0.124)
H (-2.005, -1.318, -0.560)
H (-1.860, 2.263, -0.603)

Properties
Structure (SMILES)   N#CCN.OSO
Total charge   0

---

*Q*
This record from the Open Molecules 2025 dataset describes C2H6N2O2S as an isolated structure. The level of theory is ωB97M-V/def2-TZVPD.

Cartesian coordinates (Å):
C (1.699, 1.639, -0.167)
C (0.932, 0.911, 0.587)
N (-0.450, -2.100, -0.013)
N (-1.084, -1.090, -0.713)
O (-1.984, 0.171, 1.367)
O (-1.830, 1.291, -0.874)
S (-1.334, 0.427, 0.121)
H (2.747, 1.520, -0.205)
H (1.347, 2.503, -0.756)
H (1.167, 0.071, 1.227)
H (-1.051, -2.500, 0.723)
H (0.440, -1.943, 0.272)
H (-0.598, -0.900, -1.568)

Properties
Total charge   0

---

Stability summary - winner: *P*; margin: 3.157 eV.

---

*P*
This record from the Open Molecules 2025 dataset describes C12H30F2N3O8S2Sn as an isolated structure. The level of theory is ωB97M-V/def2-TZVPD.

Cartesian coordinates (Å):
Sn (-0.382, -0.906, -0.313)
N (-0.331, 1.113, 1.739)
S (-1.165, 2.378, 2.160)
O (-0.509, 3.657, 2.084)
O (-2.075, 2.202, 3.264)
F (-2.184, 2.299, 0.902)
S (0.459, 0.972, 3.256)
O (-0.079, 0.001, 4.171)
O (1.059, 2.132, 3.839)
F (1.733, 0.185, 2.650)
C (0.079, 1.279, -6.433)
O (-0.134, 1.311, -5.015)
C (-0.235, 2.640, -4.504)
C (-0.309, 2.659, -2.980)
N (0.858, 2.016, -2.371)
C (0.930, 2.275, -0.916)
C (2.284, 1.797, -0.380)
O (2.483, 0.400, -0.661)
C (3.859, 0.029, -0.575)
H (-0.176, 0.275, -6.760)
H (1.141, 1.484, -6.589)
H (-0.530, 2.033, -6.931)
H (-1.014, 3.264, -4.944)
H (0.744, 3.054, -4.779)
H (-1.191, 2.089, -2.674)
H (-0.419, 3.687, -2.622)
H (1.727, 2.445, -2.672)
H (0.065, 1.953, -0.333)
H (0.931, 3.349, -0.689)
H (2.300, 1.789, 0.716)
H (3.073, 2.512, -0.625)
H (4.105, 0.043, 0.495)
H (4.566, 0.757, -0.973)
H (3.934, -0.994, -0.930)
C (-4.291, -1.549, -0.306)
O (-3.228, -0.991, 0.444)
C (-3.324, -1.210, 1.845)
C (-2.569, -2.474, 2.281)
N (-1.148, -2.074, 2.393)
C (-0.330, -3.265, 2.633)
C (1.133, -2.846, 2.698)
O (1.517, -2.380, 1.412)
C (2.860, -2.727, 1.081)
H (-4.570, -2.568, -0.024)
H (-3.966, -1.559, -1.346)
H (-5.194, -0.948, -0.191)
H (-4.383, -1.298, 2.105)
H (-3.036, -0.318, 2.405)
H (-2.692, -3.252, 1.529)
H (-2.874, -2.768, 3.287)
H (-1.103, -1.475, 3.216)
H (-0.518, -3.988, 1.839)
H (-0.617, -3.771, 3.560)
H (1.648, -3.801, 2.877)
H (1.464, -2.316, 3.594)
H (2.838, -3.812, 0.940)
H (3.532, -2.548, 1.922)
H (3.255, -2.239, 0.197)

Properties
Total charge   +1

---

*Q*
This record from the Open Molecules 2025 dataset describes C12H30F2N3O8S2Sn as an isolated structure. The level of theory is ωB97M-V/def2-TZVPD.

Cartesian coordinates (Å):
Sn (-0.019, 1.553, 0.232)
N (3.808, -1.189, 1.636)
S (4.374, -1.619, 2.924)
O (5.743, -1.268, 3.225)
O (3.836, -2.834, 3.505)
F (3.614, -0.500, 3.830)
S (4.644, -2.362, 0.683)
O (4.134, -3.731, 0.820)
O (6.094, -2.140, 0.433)
F (4.047, -1.942, -0.757)
C (-0.184, 2.924, 4.600)
O (-0.964, 1.902, 3.992)
C (-1.554, 0.956, 4.926)
C (-2.746, 0.259, 4.287)
N (-2.422, -0.585, 3.143)
C (-1.563, -1.795, 3.557)
C (-1.316, -2.791, 2.390)
O (-0.912, -2.112, 1.208)
C (-0.784, -2.988, 0.133)
H (0.100, 3.716, 3.908)
H (0.699, 2.697, 5.197)
H (-0.717, 3.590, 5.278)
H (-2.062, 1.566, 5.673)
H (-0.788, 0.413, 5.480)
H (-3.527, 0.996, 4.098)
H (-3.217, -0.400, 5.016)
H (-3.335, -0.910, 2.858)
H (-2.013, -2.344, 4.384)
H (-0.570, -1.517, 3.911)
H (-2.245, -3.358, 2.332)
H (-0.619, -3.567, 2.707)
H (-0.220, -2.475, -0.646)
H (-1.794, -3.226, -0.200)
H (-0.210, -3.896, 0.316)
C (-3.757, -0.665, -2.591)
O (-2.535, -0.036, -2.874)
C (-2.401, 0.021, -4.305)
C (-1.416, 1.147, -4.756)
N (-0.039, 0.864, -4.340)
C (0.886, 1.752, -5.000)
C (1.236, 2.978, -4.106)
O (1.964, 2.556, -2.958)
C (3.386, 2.518, -3.169)
H (-3.929, -1.622, -3.085)
H (-4.561, -0.022, -2.951)
H (-3.678, -0.878, -1.525)
H (-3.366, 0.107, -4.804)
H (-2.059, -0.961, -4.633)
H (-1.753, 2.107, -4.365)
H (-1.408, 1.255, -5.840)
H (0.210, -0.059, -4.664)
H (0.641, 2.058, -6.017)
H (1.848, 1.240, -5.033)
H (0.289, 3.398, -3.764)
H (1.690, 3.789, -4.675)
H (3.860, 3.456, -3.457)
H (3.775, 1.836, -3.925)
H (3.807, 2.139, -2.238)

Properties
Total charge   +1

---

Stability summary - winner: *P*; margin: 6.685 eV.

---

*P*
This record from the Open Molecules 2025 dataset describes a 2-piece molecular cluster, C6H5N overall. The level of theory is ωB97M-V/def2-TZVPD.

Cartesian coordinates (Å):
C (-1.085, -1.577, -1.192)
C (-0.173, -0.817, -1.412)
C (0.871, 0.079, -1.652)
N (1.799, 0.719, -1.920)
H (-1.780, -2.250, -1.081)
C (0.206, -0.491, 1.829)
C (-0.131, 0.551, 1.087)
C (-0.144, 1.600, 0.374)
H (-0.268, -0.633, 2.882)
H (0.743, -1.221, 1.217)
H (0.789, 2.245, 0.343)
H (-0.826, 1.795, -0.473)

Properties
Structure (SMILES)   C#CC#N.C=C=C
Total charge   0

---

*Q*
This record from the Open Molecules 2025 dataset describes an isolated molecule of C6H5N. The level of theory is ωB97M-V/def2-TZVPD.

Cartesian coordinates (Å):
N (3.311, -0.751, 1.093)
C (2.216, -0.585, 0.683)
C (0.840, -0.353, 0.311)
C (0.487, 0.760, -0.408)
C (-0.932, 0.841, -0.692)
C (-1.419, -0.422, -0.063)
C (-0.436, -1.045, 0.622)
H (1.316, 1.477, -0.523)
H (-1.296, 1.084, -1.630)
H (-1.352, 1.694, -0.117)
H (-2.354, -0.828, -0.529)
H (-0.382, -1.872, 1.252)

Properties
Structure (SMILES)   N#CC1=CCC=C1
Total charge   0

---

Stability summary - winner: *Q*; margin: 3.248 eV.